# 1
{"formula": "C64H51N3NiOP3Si", "method": "wB97M-V/def2-TZVPD", "spin_multiplicity": 3, "e_homo_ev": [-8.70, -10.52], "de_lowest_kj_mol": 0.0, "orbital_gap_ev": [6.74, 8.06], "total_charge": 1, "elements": ["Ni", "C", "C", "C", "C", "C", "C", "P", "C", "C", "C", "C", "C", "C", "C", "C", "C", "C", "C", "C", "Si", "C", "C", "C", "C", "C", "C", "P", "C", "C", "C", "C", "C", "C", "C", "C", "C", "C", "C", "C", "C", "C", "C", "C", "C", "C", "P", "C", "C", "C", "C", "C", "C", "C", "C", "C", "C", "C", "C", "H", "H", "H", "H", "H", "H", "H", "H", "H", "H", "H", "H", "H", "H", "H", "H", "H", "H", "H", "H", "H", "H", "H", "H", "H", "H", "H", "H", "H", "H", "H", "H", "H", "H", "H", "H", "H", "H", "H", "H", "H", "H", "O", "H", "H", "N", "C", "C", "C", "C", "C", "C", "C", "N", "C", "C", "N", "C", "H", "H", "H", "H", "H", "H", "H"], "coordinates": [[-0.5440, 0.4051, 0.4763], [-1.1477, 6.6558, 1.8350], [-0.7891, 5.9634, 0.6859], [-0.4691, 4.6194, 0.7606], [-0.5010, 3.9460, 1.9817], [-0.8428, 4.6496, 3.1326], [-1.1682, 5.9984, 3.0550], [0.0295, 2.1920, 1.9600], [-0.1980, 1.6230, 3.6810], [0.7968, 0.8859, 4.3187], [0.5439, 0.2699, 5.5393], [-0.7003, 0.3932, 6.1393], [-1.6987, 1.1311, 5.5129], [-1.4524, 1.7313, 4.2880], [1.8359, 2.4203, 1.7869], [2.5583, 3.1752, 2.7134], [3.9168, 3.3638, 2.5398], [4.5570, 2.8134, 1.4316], [3.8359, 2.0752, 0.5095], [2.4614, 1.8643, 0.6696], [1.4076, 0.9112, -0.5917], [2.5204, -0.5143, -1.1236], [3.2821, -0.5205, -2.2952], [4.1922, -1.5361, -2.5525], [4.3729, -2.5563, -1.6275], [3.6185, -2.5741, -0.4650], [2.6758, -1.5764, -0.2184], [1.6154, -1.6292, 1.2827], [2.8701, -1.9232, 2.5959], [3.0156, -3.1205, 3.2900], [3.9921, -3.2502, 4.2705], [4.8372, -2.1920, 4.5653], [4.7024, -0.9944, 3.8739], [3.7249, -0.8615, 2.9019], [0.7788, -3.2559, 1.1960], [0.8921, -4.1620, 0.1451], [0.1872, -5.3595, 0.1641], [-0.6455, -5.6655, 1.2288], [-0.7694, -4.7688, 2.2823], [-0.0673, -3.5755, 2.2603], [1.1046, 2.2366, -1.9158], [2.1296, 2.9462, -2.5501], [1.8510, 4.0136, -3.3875], [0.5337, 4.4049, -3.5950], [-0.4991, 3.7218, -2.9758], [-0.2201, 2.6371, -2.1452], [-1.5352, 1.6183, -1.3705], [-3.0054, 2.6941, -1.2450], [-3.7595, 3.1089, -2.3444], [-4.8462, 3.9501, -2.1691], [-5.1965, 4.3846, -0.8964], [-4.4643, 3.9667, 0.2038], [-3.3799, 3.1192, 0.0273], [-1.9630, 0.5057, -2.7681], [-3.2202, -0.0950, -2.8207], [-3.5363, -0.9879, -3.8339], [-2.5979, -1.2964, -4.8092], [-1.3418, -0.7087, -4.7627], [-1.0244, 0.1843, -3.7483], [-1.4009, 7.7062, 1.7806], [-0.7562, 6.4702, -0.2698], [-0.1767, 4.0921, -0.1393], [-0.8441, 4.1642, 4.0988], [-1.4307, 6.5356, 3.9569], [1.7695, 0.7780, 3.8597], [1.3268, -0.3023, 6.0206], [-0.8928, -0.0804, 7.0926], [-2.6697, 1.2357, 5.9791], [-2.2458, 2.2819, 3.7932], [2.0577, 3.6129, 3.5699], [4.4796, 3.9425, 3.2605], [5.6206, 2.9611, 1.2947], [4.3501, 1.6330, -0.3374], [3.1698, 0.2874, -3.0097], [4.7751, -1.5239, -3.4646], [5.0997, -3.3363, -1.8131], [3.7642, -3.3691, 0.2578], [2.3756, -3.9657, 3.0712], [4.0946, -4.1889, 4.7993], [5.6004, -2.3008, 5.3243], [5.3586, -0.1611, 4.0904], [3.6315, 0.0767, 2.3677], [1.5466, -3.9502, -0.6910], [0.2992, -6.0589, -0.6546], [-1.1887, -6.6012, 1.2433], [-1.4092, -5.0010, 3.1235], [-0.1624, -2.8908, 3.0959], [3.1632, 2.6771, -2.3643], [2.6577, 4.5535, -3.8661], [0.3123, 5.2454, -4.2398], [-1.5192, 4.0448, -3.1334], [-3.5052, 2.7656, -3.3398], [-5.4236, 4.2676, -3.0274], [-6.0460, 5.0415, -0.7640], [-4.7371, 4.2977, 1.1973], [-2.8094, 2.7862, 0.8866], [-3.9617, 0.1415, -2.0666], [-4.5199, -1.4384, -3.8662], [-2.8479, -1.9853, -5.6054], [-0.6084, -0.9347, -5.5265], [-0.0417, 0.6388, -3.7289], [-1.5244, -0.6665, 2.3468], [-0.8684, -0.6645, 3.0572], [-2.3297, -0.3444, 2.7679], [-1.0989, -7.5333, -6.6857], [-1.2235, -6.7507, -5.8549], [-1.3837, -5.7732, -4.8123], [-0.6734, -4.5771, -4.8552], [-0.8429, -3.6345, -3.8588], [-1.7135, -3.8917, -2.8077], [-2.4143, -5.0887, -2.7509], [-2.2555, -6.0250, -3.7556], [-1.8750, -2.9318, -1.7770], [-2.9658, -2.7800, -0.9439], [-2.6685, -1.7449, -0.1212], [-1.4101, -1.2681, -0.4197], [-0.9648, -2.0060, -1.4019], [0.0009, -4.3822, -5.6775], [-0.3101, -2.6951, -3.9133], [-3.0603, -5.3076, -1.9124], [-2.7942, -6.9614, -3.7171], [-3.8567, -3.3720, -1.0408], [-3.2813, -1.3116, 0.6478], [0.0024, -1.8940, -1.8632]], "mulliken_charge": [-0.501, -0.666, -0.806, -0.169, 0.686, -0.599, -0.854, 2.068, 0.342, -0.979, -0.471, -0.882, -0.714, -0.455, -0.377, -0.080, -0.984, -0.771, -0.328, 0.354, 1.036, 0.977, -0.278, -0.965, -0.860, -0.300, -0.102, 1.344, 0.773, -0.716, -0.687, -0.745, -0.559, -0.221, 0.905, -0.812, -0.454, -0.810, -0.917, -0.470, 1.246, -0.247, -0.962, -0.920, -0.640, -0.328, 1.978, 0.143, -0.209, -0.771, -0.643, -0.667, -0.347, 0.436, -0.629, -1.131, -0.262, -1.077, -0.500, 0.413, 0.496, 0.139, 0.448, 0.452, 0.133, 0.545, 0.437, 0.472, 0.421, 0.530, 0.441, 0.464, 0.443, 0.446, 0.441, 0.410, 0.604, 0.329, 0.455, 0.393, 0.502, -0.081, 0.225, 0.496, 0.422, 0.477, 0.375, 0.402, 0.441, 0.428, 0.450, 0.506, 0.451, 0.419, 0.492, -0.123, 0.509, 0.471, 0.538, 0.427, 0.385, -0.352, -0.092, 0.297, -0.493, -0.173, 0.418, -1.122, 0.157, 0.462, -0.771, -0.902, 1.807, -0.859, -1.974, 1.600, -1.958, 0.493, 0.587, 0.448, 0.486, 0.615, 0.481, 0.297]}

# 2
{"formula": "C18H56ClN4O14", "method": "wB97M-V/def2-TZVPD", "e_homo_ev": -6.36, "orbital_gap_ev": 7.99, "total_charge": -1, "elements": ["Cl", "O", "O", "O", "O", "C", "C", "O", "H", "H", "H", "H", "H", "H", "C", "C", "O", "H", "H", "H", "H", "H", "H", "C", "C", "O", "H", "H", "H", "H", "H", "H", "C", "C", "O", "H", "H", "H", "H", "H", "H", "C", "C", "O", "H", "H", "H", "H", "H", "H", "C", "C", "O", "H", "H", "H", "H", "H", "H", "C", "C", "O", "H", "H", "H", "H", "H", "H", "C", "C", "O", "H", "H", "H", "H", "H", "H", "C", "O", "N", "N", "H", "H", "H", "H", "C", "O", "N", "N", "H", "H", "H", "H"], "coordinates": [[-2.5150, -23.9761, -21.9871], [-1.3212, -24.2773, -22.7515], [-3.6187, -24.2654, -22.8882], [-2.6044, -24.8699, -20.8491], [-2.5733, -22.5842, -21.5334], [-0.7065, -30.3050, -20.8002], [0.5433, -29.6407, -20.2695], [1.2639, -30.5176, -19.4373], [-1.4537, -30.5272, -20.0383], [-0.4994, -31.2704, -21.2620], [-1.1272, -29.7244, -21.6211], [0.2297, -28.8850, -19.5493], [1.2096, -29.2676, -21.0473], [0.8558, -30.5322, -18.5685], [-6.4746, -25.4167, -28.9626], [-7.3135, -26.1372, -27.9750], [-7.0275, -27.4656, -28.0714], [-5.5297, -25.2753, -28.4381], [-6.9608, -24.4753, -29.2185], [-6.2069, -25.9887, -29.8510], [-8.3707, -25.9978, -28.2006], [-6.9932, -25.7913, -26.9922], [-6.1961, -27.5655, -27.6020], [-6.5444, -18.2917, -23.5049], [-6.9662, -17.5103, -24.7061], [-5.8762, -17.4708, -25.6097], [-5.8405, -17.7541, -22.8696], [-6.0122, -19.2214, -23.7060], [-7.3478, -18.5878, -22.8304], [-7.2515, -16.4954, -24.4294], [-7.7780, -18.0460, -25.1982], [-5.1280, -17.2657, -25.0441], [-7.1572, -28.9814, -21.4799], [-8.5815, -29.3743, -21.8761], [-8.7602, -30.7352, -21.5026], [-6.3652, -29.6422, -21.8323], [-7.0593, -28.8113, -20.4077], [-7.0471, -27.9831, -21.9032], [-8.6191, -29.2252, -22.9552], [-9.2818, -28.8021, -21.2677], [-7.9393, -31.1471, -21.7822], [4.6624, -21.9154, -23.7691], [4.8620, -21.0657, -25.0678], [4.8426, -22.0400, -26.1328], [4.6527, -21.3280, -22.8509], [5.4034, -22.7142, -23.7395], [3.6951, -22.4143, -23.8288], [5.7564, -20.4455, -25.0080], [4.0130, -20.4371, -25.3362], [5.7046, -21.8629, -26.5163], [-1.3885, -27.3513, -27.7999], [-1.6424, -28.3675, -26.7536], [-2.9421, -28.1049, -26.1563], [-1.6183, -26.3565, -27.4183], [-1.9375, -27.5295, -28.7246], [-0.3359, -27.3902, -28.0803], [-0.9010, -28.3309, -25.9555], [-1.6829, -29.3504, -27.2230], [-2.8620, -27.3872, -25.5238], [3.2131, -24.4276, -19.0608], [2.5431, -23.2174, -18.4727], [1.2798, -23.6389, -17.9625], [3.3694, -25.2435, -18.3552], [4.2022, -24.2907, -19.4979], [2.5871, -24.8000, -19.8716], [2.4396, -22.4911, -19.2788], [3.0816, -22.7267, -17.6618], [0.7928, -23.8284, -18.7678], [-3.3072, -18.1510, -17.5256], [-2.1322, -17.5977, -16.6885], [-2.6870, -16.9656, -15.5410], [-2.9996, -18.2938, -18.5615], [-4.0976, -17.4005, -17.5187], [-3.7900, -19.0171, -17.0730], [-1.6173, -16.8921, -17.3405], [-1.4337, -18.3745, -16.3774], [-2.1566, -17.2332, -14.7868], [-1.4370, -21.2533, -27.9749], [-1.5577, -20.6665, -29.0071], [-0.3421, -21.7036, -27.4985], [-2.5193, -21.5126, -27.3228], [0.5513, -21.5520, -27.9446], [-0.3318, -22.1508, -26.5930], [-3.3454, -20.9471, -27.4566], [-2.5329, -22.0836, -26.4899], [-0.0608, -16.8012, -23.1859], [-1.1118, -16.5279, -23.7689], [0.9798, -16.0754, -23.1401], [0.1912, -17.8928, -22.5418], [1.8638, -16.4211, -22.7948], [1.0814, -15.2021, -23.6372], [1.1284, -18.0582, -22.2033], [-0.5666, -18.5502, -22.4255]], "mulliken_charge": [1.589, -0.659, -0.664, -0.653, -0.615, -0.952, -0.198, -0.553, 0.274, 0.292, 0.304, 0.240, 0.281, 0.313, -0.914, -0.207, -0.535, 0.250, 0.303, 0.279, 0.302, 0.203, 0.318, -1.163, -0.095, -0.504, 0.333, 0.340, 0.334, 0.200, 0.260, 0.297, -1.059, -0.183, -0.505, 0.386, 0.283, 0.277, 0.235, 0.264, 0.303, -0.920, -0.272, -0.497, 0.318, 0.267, 0.260, 0.345, 0.198, 0.299, -0.901, -0.239, -0.503, 0.248, 0.248, 0.336, 0.269, 0.251, 0.291, -0.966, -0.210, -0.512, 0.271, 0.325, 0.275, 0.205, 0.297, 0.316, -1.016, -0.128, -0.520, 0.299, 0.295, 0.289, 0.184, 0.289, 0.307, 0.678, -0.693, -0.340, -0.365, 0.185, 0.166, 0.211, 0.163, 0.696, -0.685, -0.373, -0.351, 0.142, 0.219, 0.146, 0.205]}

# 3
{"formula": "H12NO4", "method": "wB97M-V/def2-TZVPD", "e_homo_ev": -14.89, "de_lowest_kj_mol": 40.2, "orbital_gap_ev": 11.86, "total_charge": 1, "elements": ["N", "H", "H", "H", "H", "H", "H", "O", "H", "H", "O", "H", "H", "O", "H", "H", "O"], "coordinates": [[-0.3410, -0.1067, 0.7548], [-0.3221, -1.0836, 0.4170], [0.6190, 0.2088, 0.8984], [-0.8259, -0.0781, 1.6647], [-0.7606, 0.4489, 0.0041], [1.0717, 0.3064, -3.3674], [2.2044, 1.3150, -3.5411], [1.5723, 0.9858, -2.8982], [0.7453, -2.8372, -0.1065], [-0.4421, -3.6309, -0.6312], [-0.1392, -2.7282, -0.4757], [-0.9830, -0.1228, 4.3098], [-2.1542, -0.7601, 3.5689], [-1.2846, -0.3743, 3.4247], [0.7779, 1.8785, -1.4148], [0.0482, 3.1841, -1.0216], [0.1730, 2.2729, -0.7691]], "mulliken_charge": [-0.332, 0.314, 0.395, 0.303, 0.389, 0.319, 0.319, -0.663, 0.338, 0.327, -0.709, 0.318, 0.321, -0.681, 0.386, 0.302, -0.646]}

# 4
{"formula": "C2HO3Tb", "method": "wB97M-V/def2-TZVPD", "spin_multiplicity": 8, "e_homo_ev": [-24.15, -24.27], "orbital_gap_ev": [7.27, 7.35], "total_charge": 3, "elements": ["O", "O", "O", "C", "C", "Tb", "H"], "coordinates": [[0.1777, -0.3849, 1.7100], [-0.7022, 2.3634, 0.8152], [0.1832, -0.8152, -0.4726], [-0.3466, 1.4064, 0.2573], [0.1702, 0.0552, 0.6003], [0.3591, -0.8998, -2.8414], [0.1586, -1.7250, -0.0688]], "mulliken_charge": [-0.106, 0.164, -0.390, 0.317, 0.828, 1.791, 0.397]}

# 5
{"formula": "C6H13N", "method": "wB97M-V/def2-TZVPD", "spin_multiplicity": 2, "e_homo_ev": [1.28, -3.46], "de_lowest_kj_mol": 67.5, "orbital_gap_ev": [2.99, 7.62], "total_charge": -1, "elements": ["C", "C", "C", "C", "C", "C", "N", "H", "H", "H", "H", "H", "H", "H", "H", "H", "H", "H", "H", "H"], "coordinates": [[-1.4215, -0.7787, -0.8533], [-0.9479, 0.5550, -0.2442], [0.3131, 0.4155, 0.5402], [0.2711, 0.5747, 1.9467], [1.5712, 0.0235, -0.1193], [2.1050, 1.0761, -1.1402], [-1.8655, -1.7980, 0.0998], [-0.6416, -1.2429, -1.4582], [-2.2971, -0.5615, -1.4911], [-0.7830, 1.1911, -1.1398], [-1.7766, 0.9648, 0.3357], [-0.6162, 0.8839, 2.4869], [1.1414, 0.3421, 2.5533], [1.5246, -0.9418, -0.6707], [2.3628, -0.0676, 0.6309], [3.0958, 0.9198, -1.5845], [1.3384, 1.1878, -1.9096], [2.2213, 2.0175, -0.5916], [-1.0567, -2.0831, 0.6295], [-2.5324, -1.4494, 0.7838]], "mulliken_charge": [-0.877, -0.836, -0.019, -1.041, -0.419, -1.248, -0.684, 0.338, 0.532, 0.413, 0.238, 0.339, 0.183, 0.293, 0.245, 0.495, 0.276, 0.236, 0.301, 0.235]}

# 6
{"formula": "CH7N5S", "method": "wB97M-V/def2-TZVPD", "e_homo_ev": -8.21, "de_lowest_kj_mol": 242.3, "orbital_gap_ev": 8.90, "total_charge": 0, "elements": ["C", "H", "H", "H", "H", "H", "H", "H", "N", "N", "N", "N", "N", "S"], "coordinates": [[0.1387, -0.1105, -0.1789], [0.2652, 2.2175, 0.8632], [-0.0140, 2.2909, -0.9628], [-1.9665, 0.5833, -0.3644], [0.6894, -2.0120, 0.2814], [-1.8952, -1.9088, -0.6620], [-1.6629, -1.4461, 0.9446], [3.4188, 0.7037, 0.6246], [-0.7425, 2.1837, -0.0103], [-0.9080, 0.7595, -0.0381], [0.0161, -1.4984, -0.3383], [-1.2475, -1.9374, 0.1231], [1.2249, 0.4951, -0.2283], [2.6834, -0.3206, -0.0536]], "mulliken_charge": [0.592, 0.331, 0.322, 0.284, 0.317, 0.275, 0.286, 0.146, -0.768, -0.081, -0.231, -0.663, -0.559, -0.252]}

# 7
{"formula": "C6H7NO", "method": "wB97M-V/def2-TZVPD", "e_homo_ev": -10.20, "de_lowest_kj_mol": 467.2, "orbital_gap_ev": 10.74, "smiles": "C=C[C@@]1(C#N)CCO1", "total_charge": 0, "elements": ["C", "C", "C", "C", "C", "C", "H", "H", "H", "H", "H", "H", "H", "N", "O"], "coordinates": [[1.1758, 2.0269, -0.3467], [1.2361, 0.7151, 0.1185], [0.2896, -0.4415, -0.0892], [-1.0047, -0.5575, 0.8447], [-1.7554, -0.5326, -0.3936], [1.1339, -1.6736, -0.2286], [1.9564, 2.7969, -0.2700], [0.2652, 2.0992, -1.1312], [2.1704, 0.5861, 0.7334], [-0.7727, -1.3852, 1.7902], [-1.2357, 0.3033, 1.4069], [-2.5317, 0.3496, -0.4687], [-2.5088, -1.4265, -0.4247], [2.2345, -2.2513, -0.3069], [-0.6530, -0.6089, -1.2340]], "mulliken_charge": [-0.698, -0.564, 1.478, -0.614, -0.346, -0.145, 0.316, 0.172, 0.276, 0.251, 0.292, 0.240, 0.242, -0.482, -0.418]}